DFT (the ωB97M-V functional and the def2-TZVPD basis) results for C32H79Ca2N5O13 as an isolated structure at a distorted geometry.

Output
HOMO (spin up / spin down) in hartree: -0.35543 / -0.35541
LUMO (spin up / spin down) in eV: -2.77 / -5.19
Max |F| in eV/Å: 5.0
Net charge: +1
2S+1: 2
Calculated total energy in eV: -105396.6652

Geometry (Å):
Ca -1.33816 -3.37996 0.28270
Ca 2.25176 -2.45429 1.10439
O 0.70545 -4.24000 1.01770
C 1.38654 -5.32682 1.76321
C 2.90140 -5.40935 1.81196
O 3.63979 -4.24942 2.04501
H 1.07954 -6.31607 1.42372
H 1.14569 -5.15995 2.81308
H 3.27313 -5.82294 0.87448
H 3.37637 -6.18970 2.40657
O 0.24330 -1.35633 0.49244
C -0.68921 -0.27950 0.21262
C -2.31040 -0.34078 0.19929
O -2.91443 -1.59879 -0.07684
H -0.27244 0.31951 -0.59707
H -0.56121 0.45493 1.00781
H -2.50653 0.25136 -0.69457
H -2.81131 0.24235 0.97205
C 3.60777 -7.06410 -2.56008
O 3.61423 -5.92005 -1.63554
C 4.04668 -4.81700 -2.34347
C 3.98036 -3.58451 -1.44670
N 2.60635 -3.10046 -1.23915
C 2.28839 -2.01596 -2.15436
C 2.22670 -2.17919 -3.68087
O 1.39540 -3.20337 -4.00308
C 1.16419 -3.58898 -5.36182
H 3.16249 -6.71092 -3.49018
H 3.07334 -7.93818 -2.18796
H 4.61918 -7.43343 -2.72966
H 3.37447 -4.71809 -3.19579
H 5.00167 -5.14090 -2.75720
H 4.73920 -2.84999 -1.71644
H 4.34099 -3.96182 -0.48979
H 2.09356 -3.87328 -1.63903
H 2.83768 -1.09123 -1.97764
H 1.25929 -1.70451 -1.97533
H 3.20348 -2.33170 -4.13993
H 1.71999 -1.39713 -4.24631
H 0.72906 -2.72500 -5.86413
H 0.53375 -4.45060 -5.58149
H 2.10735 -3.89908 -5.81168
C 1.03191 2.10229 5.93312
O 0.34745 1.79961 4.77218
C 0.39127 2.88101 3.81671
C -0.94637 3.67566 3.98563
N -0.76429 5.14277 3.79883
C -0.56077 5.53407 2.41140
C 0.56779 6.59099 2.41667
O 0.96688 6.71753 1.05116
C 1.82256 7.76345 0.80203
H 1.63434 3.00942 5.88537
H 1.63966 1.23116 6.17781
H 0.38178 1.97480 6.79867
H 0.53120 2.43214 2.83334
H 1.31284 3.45397 3.91931
H -1.29319 3.45850 4.99591
H -1.70758 3.33243 3.28502
H -1.49194 5.65847 4.27283
H -1.43100 5.74616 1.79026
H -0.13463 4.69133 1.86707
H 1.43773 6.30652 3.00859
H 0.09410 7.51280 2.75430
H 2.30004 7.68153 -0.17439
H 2.73135 7.66102 1.39508
H 1.43143 8.75782 1.01729
C 0.53978 5.43532 -1.64168
O 0.01363 4.58202 -2.67554
C -0.06334 3.23496 -2.39201
C -1.29684 2.52644 -3.08373
N -1.03607 2.32140 -4.45992
C -0.98563 3.53769 -5.24076
C -1.02349 3.16848 -6.72804
O 0.18922 2.61698 -7.24803
C 0.09851 2.40505 -8.62402
H 1.62794 5.38233 -1.67634
H 0.16725 5.20321 -0.64396
H 0.28684 6.43438 -1.99665
H -0.17209 3.13054 -1.31249
H 0.77797 2.57527 -2.60438
H -2.22987 3.01535 -2.80352
H -1.27318 1.51660 -2.67416
H -0.12713 1.89871 -4.58344
H -0.16836 4.24339 -5.09194
H -1.90788 4.05994 -4.98617
H -1.19674 4.08973 -7.28428
H -1.95172 2.61858 -6.88329
H -0.00101 3.26766 -9.28288
H -0.72568 1.76160 -8.93191
H 0.93522 1.77577 -8.92736
C 2.89458 1.10283 0.80542
O 2.99039 -0.11696 1.63413
C 2.92524 0.24097 3.00778
C 2.96015 -1.08807 3.84614
N 1.83302 -1.88184 3.50657
C 0.45246 -1.45913 3.83626
C 0.11630 -1.61310 5.42395
O 0.67291 -2.81835 5.96115
C 0.29203 -2.93143 7.34477
H 3.77393 1.70155 1.04285
H 2.01921 1.73642 0.94825
H 3.11131 0.97294 -0.25488
H 1.97428 0.77239 3.04501
H 3.77349 0.91127 3.14655
H 3.07258 -1.09990 4.93027
H 3.75453 -1.71416 3.43985
H 1.69904 -2.67929 4.11172
H -0.29194 -1.96291 3.21967
H 0.36126 -0.41736 3.52885
H -0.94990 -1.53934 5.63811
H 0.49661 -0.74335 5.95966
H 0.81553 -2.16077 7.91057
H 0.51814 -3.92882 7.72186
H -0.77099 -2.76564 7.51972
C -6.03494 -2.60153 1.18041
C -6.47448 -2.08962 -0.21422
C -6.65892 -0.58261 -0.32627
O -6.89664 -0.19434 -1.65836
C -8.20645 -0.64662 -2.14972
N -5.38967 -2.52450 -1.07924
H -6.67833 -2.28684 2.00206
H -5.07391 -2.23408 1.54026
H -6.00526 -3.68178 1.32279
H -7.41289 -2.54507 -0.53054
H -5.74325 -0.08398 -0.00842
H -7.29560 -0.07706 0.39978
H -8.48514 -0.12811 -3.06710
H -9.11536 -0.41420 -1.59477
H -8.15441 -1.69746 -2.43459
H -4.52413 -2.20743 -0.66642
H -5.43946 -1.88460 -1.85908

These are the Löwdin partial charges, in e, on atoms 1 to 2: atom 1 (Ca): 1.56, atom 2 (Ca): 1.42